(1)
6
Properties=species:S:1:pos:R:3:forces:R:3:lowdin_charge:R:1 method="wB97M-V/def2-TZVPD" lumo_ev="7.54 / 7.55" smiles="O=NP(=O)([O-])[O-]" homo_energy_ev="1.020 / 1.031" max_force_ha_per_bohr=0.057 orbital_gap_ev="6.52 / 6.51" charge=-2
P 0.3791 -0.4242 -0.1739 2.72 -0.94 0.67 0.078
O 1.2967 -0.0694 -1.3929 -1.84 0.24 1.40 -0.556
N -1.0286 0.8528 -0.0841 -0.62 -0.09 -1.58 -0.206
O -1.3554 1.5555 0.8512 0.58 -0.34 0.40 -0.215
O -0.3664 -1.7669 -0.3976 0.22 1.81 0.63 -0.541
O 1.0746 -0.1478 1.1974 -1.05 -0.69 -1.53 -0.560



(2)
88
Properties=species:S:1:pos:R:3:forces:R:3:lowdin_charge:R:1 method="wB97M-V/def2-TZVPD" lumo_ev=2.39 homo_energy_ev=-3.808 max_force_ha_per_bohr=0.056 orbital_gap_ev=6.20 charge=-1
C 4.5261 -2.8520 1.6690 -0.24 0.01 0.21 -0.245
H -3.4315 5.2595 1.3531 0.08 -0.06 -0.03 0.081
H 0.0389 0.1304 6.6187 -0.06 -0.03 -0.13 0.087
H 3.6360 -2.2603 1.3937 0.34 -0.17 0.09 -0.061
O -2.0083 -1.7401 0.8308 -0.92 -0.14 -0.70 -0.114
C 3.0149 2.8044 -0.0268 -0.35 -0.51 -0.05 -0.033
C -0.1413 0.1363 -3.5413 -1.08 0.45 -0.55 -0.236
C -2.0699 2.4448 0.7713 0.52 -1.74 0.45 -0.308
N -3.1636 3.2195 0.9247 -0.23 0.36 0.10 -0.183
C -1.1808 3.2864 -2.8198 -0.52 -0.05 -0.19 -0.043
H 1.9905 0.0864 -3.5003 -0.11 -0.14 0.08 0.086
C -1.4348 -3.0952 -1.6130 0.15 0.12 -0.20 -0.066
H -4.1503 1.7089 1.9491 -0.04 0.11 -0.02 0.083
O -0.9135 0.1054 -1.3240 -0.28 -1.27 0.96 -0.305
C -1.6171 2.0078 -2.4915 0.83 -0.36 -0.43 -0.180
Cd 0.0170 -0.3643 0.7931 -0.36 0.97 -1.45 1.211
C 1.2032 1.5445 0.9216 -1.46 -2.48 -0.03 -0.283
H -5.1920 2.7246 0.8913 0.07 -0.07 0.20 0.087
C 5.8924 -5.5566 1.3489 0.03 -0.04 -0.19 -0.228
H 2.5807 0.2284 6.4322 0.02 -0.06 -0.08 0.087
C -3.4813 4.0112 -2.9483 0.10 0.17 -0.11 -0.138
C -4.3486 2.7209 1.5972 0.18 0.17 -0.24 -0.046
H -4.4984 -1.7493 -2.0198 0.14 -0.10 -0.17 0.082
C -3.5419 -2.1177 -2.4097 0.12 0.17 0.15 -0.065
H 0.4144 1.4714 -2.0442 -0.07 0.43 0.04 0.110
C 2.9101 -5.6995 1.6571 -0.17 0.16 0.14 -0.227
H 2.3498 0.8617 -0.7587 0.09 0.20 0.19 0.068
C 2.1934 1.6513 -0.0199 1.26 1.54 -0.15 -0.164
H 1.2410 -1.3244 -4.2671 0.17 0.08 0.19 0.055
H 1.9369 -5.3292 1.3076 0.23 -0.03 0.15 0.020
C 1.1413 -0.4508 3.7000 -2.19 0.15 -1.46 -0.290
H 0.0667 -1.6240 6.4101 -0.07 0.05 -0.13 0.089
C 1.7550 3.6705 1.8804 -0.25 -0.38 -0.09 -0.042
C -0.7501 -0.7082 -5.8489 -0.07 -0.33 -0.43 -0.119
C -3.9178 2.7344 -2.5846 0.29 -0.03 0.02 -0.102
H 6.7598 -5.0911 0.8677 -0.13 -0.03 0.08 0.023
H -4.0154 4.7510 -0.2449 0.14 -0.05 0.07 0.075
H 6.0726 -5.5724 2.4330 -0.02 0.01 -0.16 0.027
C -0.5268 0.9393 -2.3016 -0.02 -0.08 0.45 -0.483
H -0.6420 -0.0609 -6.7343 -0.04 -0.11 0.19 0.065
F 3.5736 4.8936 0.9568 -0.18 -0.21 0.00 -0.012
H 0.1271 2.4165 2.5679 0.13 -0.04 -0.03 0.080
N 1.2205 -0.5476 5.0293 0.29 -0.03 0.46 -0.191
H -1.2425 2.9462 0.2250 -0.28 -0.29 0.23 0.139
H -3.1434 -1.3919 -3.1355 0.02 -0.11 0.21 0.079
N -2.6219 -2.3194 -1.3055 -0.57 -0.03 0.45 -0.184
C 1.1436 -0.6146 -3.4400 0.32 -0.24 -0.03 -0.059
C -0.9614 0.0915 -4.6007 0.31 -0.12 0.20 -0.135
H -4.9881 2.5146 -2.5085 0.35 0.13 0.01 0.096
H 1.5880 4.4560 2.6129 0.16 0.05 -0.13 0.095
H 3.0482 -6.7253 1.2794 0.03 0.34 0.03 0.028
H -0.8218 -3.2411 -0.7208 -0.16 0.11 -0.22 0.019
H -3.6883 -3.0713 -2.9329 -0.13 0.15 0.14 0.082
H -0.8563 -0.6078 5.2510 0.16 -0.03 0.03 0.088
H 3.2831 -0.3856 4.9094 -0.08 -0.06 0.29 0.088
H -1.7535 5.2760 -3.3531 -0.27 -0.09 0.09 0.093
C -2.8094 -1.7062 -0.1170 1.26 0.04 -0.06 -0.332
H 0.1329 -1.3673 -5.8218 -0.39 0.29 0.04 0.055
C -2.9785 1.7289 -2.3384 -0.11 0.23 -0.11 -0.039
H -1.7499 -4.0574 -2.0398 0.03 0.04 0.17 0.082
Cl 1.4954 -2.1852 -0.0064 0.20 -0.38 0.24 -0.164
H -3.7568 -1.1313 -0.0565 0.24 -0.21 -0.02 0.136
H -0.8397 -2.5724 -2.3760 -0.06 0.01 0.32 0.083
C 2.7704 3.7733 0.9345 -0.07 0.03 0.10 -0.299
C 0.0380 -0.6703 5.8702 0.28 0.05 0.02 -0.032
H -4.5860 3.3886 2.4359 -0.07 -0.20 -0.04 0.083
H -0.1027 3.4377 -2.9147 -0.34 0.16 0.01 0.119
H 5.4146 -2.3980 1.2012 -0.29 -0.21 0.04 0.034
H 5.8296 -6.5968 1.0042 -0.02 0.20 0.05 0.023
C -2.1127 4.2887 -3.0619 -0.09 0.06 0.04 -0.104
H 1.2398 -1.1785 -2.4972 -0.17 0.34 -0.19 0.017
O 0.0455 -0.4090 3.0880 1.87 -0.43 1.88 -0.127
C -3.2194 4.6079 0.4962 0.12 -0.19 -0.10 -0.062
H 4.6752 -2.8128 2.7590 -0.07 -0.06 -0.19 0.021
H 2.1153 -0.4009 3.1788 -0.34 0.03 0.03 0.137
Si 4.2971 -4.6017 1.0336 0.09 0.08 -0.26 0.095
H 3.8101 2.9211 -0.7581 -0.02 0.17 0.14 0.100
H -3.3079 0.7309 -2.0328 0.35 0.33 -0.09 0.100
H -1.6342 -1.3394 -6.0340 0.21 0.05 -0.07 0.062
C 0.9448 2.5114 1.8544 1.16 1.68 0.14 -0.185
H 2.7060 -1.5292 6.1590 0.00 0.14 -0.05 0.088
Cl 3.8943 -4.3539 -1.0017 0.45 -0.35 0.09 0.255
H 2.9048 -5.7506 2.7545 -0.06 0.03 -0.16 0.026
O -1.9801 1.2808 1.2045 -0.56 2.01 -0.43 -0.078
H -1.9025 0.6505 -4.5757 0.33 0.00 0.04 0.098
H -4.2077 4.7996 -3.1473 0.13 -0.15 0.03 0.089
C 2.5199 -0.5613 5.6759 -0.08 -0.06 -0.15 -0.055
H -2.2682 4.9105 0.0428 -0.21 -0.17 0.09 0.091



(3)
29
Properties=species:S:1:pos:R:3:forces:R:3:lowdin_charge:R:1 method="wB97M-V/def2-TZVPD" lumo_ev="-9.48 / -9.48" homo_energy_ev="-16.658 / -16.658" max_force_ha_per_bohr=0.130 orbital_gap_ev="7.18 / 7.18" charge=+2
C -1.1482 1.8488 3.9809 -1.28 0.53 -1.72 0.014
H -2.1677 2.5900 1.7220 -0.70 1.45 -0.30 0.117
H 0.3577 -1.1024 -3.5688 -0.38 -1.60 0.07 0.079
H -1.7798 2.7844 3.7214 1.17 -1.42 1.29 0.125
C 0.5771 -2.1853 -1.1425 -1.87 -1.79 -1.50 -0.287
C -1.2433 1.3921 0.2575 -1.68 1.42 -4.47 0.014
H -1.7477 1.0973 4.5349 0.19 0.49 -0.15 0.123
C -0.8330 1.2657 2.6242 -0.37 0.47 -0.71 -0.136
N -0.1403 -0.3039 -1.0994 -0.06 0.22 -2.23 0.119
H 3.1414 -0.7505 -2.1122 -0.69 -0.62 0.29 0.116
H 2.4190 -2.8988 -0.9926 -1.25 2.25 -0.10 0.246
C 0.0079 -0.4642 1.2190 1.34 -0.52 -2.93 0.025
C -0.0508 0.1186 2.3988 -0.65 0.34 3.19 -0.004
H -0.2427 2.0399 4.5461 0.05 0.27 0.13 0.104
H 0.3567 -0.4077 3.2476 0.28 0.13 0.22 0.144
H -0.7865 0.2110 -4.1532 0.87 -0.76 0.03 0.144
N 2.4774 -0.7110 -1.3197 1.86 -0.14 3.17 0.066
C -1.4352 1.8885 1.4640 0.43 -0.99 3.21 0.009
C -0.5055 0.2209 0.0833 0.60 -0.74 -0.38 -0.227
C 0.0559 -0.1005 -3.4843 1.02 1.41 -3.92 -0.038
N 1.8359 -1.9751 -1.0454 4.19 -0.71 -0.33 -0.015
N -0.3523 0.2916 -2.2471 -0.52 1.32 6.54 0.027
H 0.9901 0.4286 -3.8651 -1.10 0.02 0.71 0.144
H 0.6894 -1.3012 1.0151 -0.68 0.15 0.51 0.124
H -1.7886 1.9215 -0.6828 1.21 -1.31 2.40 0.190
H 3.1459 -0.5513 -0.4311 -1.96 -0.19 -2.57 0.174
H -0.6845 1.2505 -2.0481 0.04 -0.48 -1.09 0.168
N -0.1850 -3.0574 -1.4066 3.45 2.74 -0.24 0.352
H -0.9636 -3.5402 -1.2157 -3.51 -1.93 0.86 0.084



(4)
26
Properties=species:S:1:pos:R:3:forces:R:3:lowdin_charge:R:1 method="wB97M-V/def2-TZVPD" lumo_ev=-4.14 smiles="Cc1ccc(CC2=CN2)c(C=[NH2+])c1" homo_energy_ev=-12.326 max_force_ha_per_bohr=0.085 orbital_gap_ev=8.18 charge=+1
C 3.7362 -0.5287 -0.9633 2.28 2.95 1.06 -0.057
H -1.2011 2.2060 -0.9267 -0.46 -0.81 -3.08 0.109
H 2.2245 1.1595 0.3664 -1.52 -0.84 -0.31 0.157
C -1.9672 -1.0029 -0.1097 -2.87 0.34 0.40 -0.024
H 4.0567 0.5568 -1.3532 -1.11 -2.45 0.00 0.138
C 1.5669 0.2970 0.0097 1.33 1.09 1.28 0.026
C 2.3142 -0.6942 -0.6385 -1.57 0.27 -1.40 -0.301
H 4.1643 -0.3504 0.0456 0.49 -0.77 -0.34 0.089
H -0.2320 1.6976 1.7811 -0.09 -0.31 -0.19 0.156
C -2.6017 -0.0040 0.9137 3.27 -2.70 -0.87 -0.148
H -4.0533 1.3780 1.1146 -1.96 -0.14 0.12 0.105
H 2.0477 -2.3177 -1.9244 0.52 -1.06 -0.10 0.115
H -1.3039 3.0477 0.4610 -0.58 1.58 0.46 0.114
H -2.5565 -0.9237 -1.0254 0.51 0.84 -0.47 0.137
C -0.4902 -0.9857 -0.2493 0.64 3.32 1.24 -0.178
H -2.4187 0.6772 3.0798 0.53 0.11 0.80 0.134
H -0.2814 -2.7832 -1.1438 -0.84 -1.99 -1.22 0.103
C 1.6008 -1.7434 -1.1523 -1.38 -0.11 -0.27 0.003
C 0.1969 0.1824 0.2264 0.12 -1.60 -0.64 -0.138
C -2.3092 0.6271 2.0312 -0.16 -0.53 -1.19 0.077
C 0.2183 -1.9145 -0.9183 1.86 0.67 0.49 -0.001
H -2.2859 -1.9951 0.0881 -0.23 -1.18 1.10 0.119
N -3.0997 1.2596 0.9252 -0.64 1.97 -0.74 0.074
H 4.2759 -1.3492 -1.4765 -0.62 0.62 0.28 0.097
C -0.5700 1.2755 0.8302 1.45 1.90 -0.50 -0.117
N -1.0315 2.2285 0.0083 1.04 -1.15 4.10 0.212



The records above yield E values of -697.045173, -3076.086512, -624.919588, -536.032174 a.u., respectively.
The records above yield ΔE to the lowest compared entry with this formula, charge and spin values of 27.1, 0.0, 403.5, 607.9 kJ/mol, respectively.